ORCA calculation (the ωB97M-V functional and the def2-TZVPD basis) on an isolated molecule of C12H16N2O5.

Positions of all 35 atoms, in Å:
N  0.70216  -0.90750  1.04331
C  0.05592  0.26303  0.37107
C  0.74076  0.89303  -0.85972
C  2.16484  1.18435  -0.62332
C  3.09354  0.20482  -0.91922
C  4.42835  0.44303  -0.61048
C  4.81186  1.69582  -0.07067
O  6.08036  1.92030  0.26711
C  3.89202  2.71403  0.15770
C  2.55944  2.45503  -0.16570
C  -1.41128  -0.06865  0.03154
O  -2.05679  0.52014  -0.82023
N  -1.95235  -1.12066  0.76766
C  -3.36002  -1.50702  0.68930
C  -4.33989  -0.34893  0.94239
O  -5.59757  -0.92995  1.33294
C  -3.77520  -2.25268  -0.61436
O  -4.94386  -2.41257  -0.94793
O  -2.71797  -2.66241  -1.34728
H  0.81335  -1.66898  0.33838
H  1.65737  -0.66716  1.30780
H  0.02597  1.00397  1.17408
H  0.69895  0.20133  -1.65851
H  0.14104  1.72351  -1.20511
H  2.79606  -0.75802  -1.35125
H  5.12736  -0.34255  -0.80558
H  6.75959  1.42188  -0.18868
H  4.21206  3.64545  0.54367
H  1.79129  3.23810  -0.04557
H  -1.35103  -1.60762  1.45480
H  -3.56399  -2.24996  1.49116
H  -4.04231  0.27007  1.79249
H  -4.49175  0.28845  0.10014
H  -5.86381  -1.58029  0.62975
H  -3.08446  -3.00138  -2.20171

SMILES ... N[C@@H](Cc1ccc(O)cc1)C(=O)N[C@@H](CO)C(=O)O
E_LUMO ... 0.51 eV
Frontier orbital gap ... 9.0970 eV

Results of the Löwdin charge analysis, in e, for atoms 1 through 4:
1. N 0.04
2. C -0.26
3. C -0.13
4. C -0.27